{"formula": "C20H30F5NPdS3", "method": "wB97M-V/def2-TZVPD", "mol_weight_g_mol": 582.078, "lumo_ev": 4.241, "e_tot_ev": -72289.928, "charge": -2, "species": ["Pd", "C", "C", "S", "C", "C", "S", "C", "C", "S", "H", "H", "H", "H", "H", "H", "H", "H", "H", "H", "H", "H", "C", "C", "C", "C", "C", "C", "C", "C", "N", "C", "C", "C", "C", "H", "H", "H", "H", "H", "H", "H", "H", "H", "H", "H", "H", "H", "H", "H", "H", "H", "H", "F", "C", "F", "C", "F", "F", "F"], "coordinates": [[0.24462, 0.25388, 0.07363], [-2.54770, 2.18069, 0.46068], [-3.48037, 1.57174, 1.50262], [-2.68287, 0.45880, 2.69133], [-3.82846, -0.94369, 2.67682], [-4.05215, -1.62616, 1.32748], [-2.50185, -2.11089, 0.53175], [-2.73246, -1.46569, -1.14725], [-2.97525, 0.02841, -1.31259], [-1.63890, 1.10763, -0.69861], [-1.75150, 2.74447, 0.94764], [-3.14058, 2.88536, -0.13080], [-4.28354, 1.02229, 1.01552], [-3.95458, 2.39088, 2.04927], [-4.79310, -0.64915, 3.09999], [-3.37310, -1.65103, 3.37410], [-4.59755, -0.97360, 0.64717], [-4.68764, -2.50068, 1.48952], [-3.54022, -1.99942, -1.65230], [-1.79561, -1.73542, -1.63797], [-3.92484, 0.33124, -0.87417], [-3.08710, 0.21285, -2.38140], [4.07998, 1.40902, -3.38161], [4.21861, 1.17397, -1.89667], [5.40642, 1.53306, -1.23927], [5.51322, 1.30206, 0.12425], [6.76260, 1.70988, 0.86835], [4.47024, 0.71093, 0.82744], [3.25713, 0.30800, 0.19971], [3.19073, 0.58941, -1.19842], [2.18746, -0.28150, 0.77987], [2.28680, -0.82827, 2.13652], [2.28494, 0.26782, 3.21981], [1.03154, -1.67894, 2.36522], [3.48279, -1.79153, 2.31014], [4.78385, 2.16994, -3.72718], [3.06981, 1.73585, -3.63304], [4.27809, 0.49409, -3.94708], [6.22033, 1.99928, -1.78701], [7.48225, 2.18336, 0.19749], [7.24895, 0.84694, 1.33166], [6.53099, 2.41829, 1.66850], [4.58517, 0.60322, 1.89556], [2.26060, 0.33007, -1.69552], [1.37174, 0.85719, 3.11093], [3.13387, 0.94235, 3.11781], [2.30797, -0.16610, 4.22602], [0.12966, -1.08040, 2.21056], [1.02708, -2.09018, 3.38160], [1.00382, -2.50006, 1.64545], [4.43994, -1.30289, 2.47927], [3.57796, -2.40338, 1.41019], [3.29761, -2.45696, 3.15918], [-6.03144, 0.80831, -4.73957], [-6.12203, -0.32067, -3.87163], [-4.81746, -0.90019, -3.99983], [-6.96841, -1.27658, -4.69593], [-7.05164, -2.49454, -4.10689], [-6.56488, -1.53224, -5.98054], [-8.24155, -0.82112, -4.81773]]}

{"formula": "C20H30N4O2ReS2", "method": "wB97M-V/def2-TZVPD", "mol_weight_g_mol": 608.827, "lumo_ev": [-5.361, -5.888], "multiplicity": 4, "e_tot_ev": -55068.281, "charge": 2, "relative_energy_kcal_mol": 0.0, "species": ["Re", "N", "S", "C", "C", "C", "C", "C", "C", "C", "C", "C", "C", "C", "C", "H", "H", "H", "H", "H", "H", "H", "H", "H", "H", "H", "C", "C", "C", "C", "C", "H", "H", "H", "H", "H", "H", "H", "H", "H", "H", "N", "C", "C", "O", "O", "H", "H", "H", "H", "H", "N", "C", "N", "S", "H", "H", "H", "H"], "coordinates": [[0.37374, -0.46876, -0.29038], [0.41073, -0.48146, 1.76950], [-0.61643, 0.13165, 2.87225], [-2.20268, -0.63971, 2.60268], [-2.27158, -1.83226, 1.90238], [-3.49855, -2.47627, 1.80088], [-4.62237, -1.93576, 2.40564], [-4.53035, -0.74854, 3.12335], [-3.31562, -0.09377, 3.23267], [-0.91051, 1.81833, 2.41161], [-0.06298, 2.74749, 3.00309], [-0.18757, 4.08410, 2.65824], [-1.15657, 4.47369, 1.74299], [-2.00163, 3.53417, 1.16618], [-1.88383, 2.19361, 1.49571], [1.13515, -0.98578, 2.26583], [-1.38385, -2.26525, 1.45947], [-3.56740, -3.41224, 1.26319], [-5.57284, -2.44654, 2.33260], [-5.40494, -0.33555, 3.60674], [-3.24128, 0.82749, 3.79674], [0.67235, 2.43268, 3.73359], [0.45156, 4.82179, 3.12402], [-1.26665, 5.52002, 1.49069], [-2.76232, 3.84859, 0.46452], [-2.54204, 1.45894, 1.05388], [2.11253, -3.50131, -1.96007], [2.70546, -2.21260, -1.37129], [2.90218, -1.17373, -2.47830], [4.06758, -2.52652, -0.73906], [1.76322, -1.74180, -0.27428], [2.79915, -3.92318, -2.69586], [1.15635, -3.30028, -2.44711], [1.94770, -4.25092, -1.18479], [3.57432, -1.56989, -3.24090], [3.35051, -0.25823, -2.08567], [1.96531, -0.90858, -2.96648], [4.76550, -2.87417, -1.50183], [3.98047, -3.30437, 0.02071], [4.50584, -1.64009, -0.27249], [1.93140, -2.30995, 0.65134], [-1.60691, -0.51369, -4.59012], [-2.34669, -0.00017, -3.38505], [-1.42452, -0.09568, -2.18367], [-1.77624, 0.32911, -1.07968], [-0.28838, -0.64793, -2.36734], [-1.33709, 0.23605, -5.22849], [-2.14474, -1.19820, -5.12296], [-0.74079, -0.95460, -4.23174], [-3.22942, -0.61299, -3.21569], [-2.65808, 1.02792, -3.54980], [3.11998, 3.41573, -0.02264], [2.61006, 2.18768, 0.00476], [3.35509, 1.19156, 0.46360], [0.99904, 1.98026, -0.55154], [4.06008, 3.61614, 0.27843], [2.55855, 4.17699, -0.36443], [4.30336, 1.33363, 0.77404], [2.97771, 0.25318, 0.43029]]}